Record 1
Below is a molecular structure, C32H21F4N12O3PReS, with properties calculated with ωB97M-V/def2-TZVPD.

As for the HOMO energy (spin up / spin down): -13.82 / -13.78 eV. Its lowest unoccupied orbital energy (spin up / spin down) is -8.056 / -8.068 eV. Its total charge is +2. Its spin multiplicity is 2.

Element x y z (Å)
Re (1.122, 0.373, -0.760)
O (3.949, -2.173, -0.770)
C (3.292, -1.251, -1.159)
O (1.975, -1.288, -1.380)
C (3.877, 0.116, -1.424)
C (5.232, 0.274, -1.689)
C (5.680, 1.529, -2.010)
C (4.773, 2.601, -2.094)
C (5.189, 3.895, -2.494)
C (4.281, 4.902, -2.627)
C (2.916, 4.654, -2.368)
C (2.481, 3.425, -1.957)
C (3.404, 2.370, -1.802)
N (2.997, 1.114, -1.421)
H (5.876, -0.593, -1.651)
H (6.725, 1.704, -2.234)
H (6.237, 4.059, -2.709)
H (4.596, 5.885, -2.946)
H (2.200, 5.453, -2.512)
H (1.432, 3.245, -1.782)
C (-4.430, 3.600, -1.158)
C (-3.033, 3.681, -0.680)
N (-2.357, 4.769, -0.464)
N (-1.151, 4.348, -0.036)
C (-1.038, 3.022, 0.017)
S (0.397, 2.249, 0.604)
N (-2.242, 2.582, -0.390)
N (-2.598, 1.241, -0.547)
H (-4.797, 4.612, -1.310)
H (-5.069, 3.108, -0.422)
H (-4.491, 3.066, -2.107)
H (-0.442, 5.018, 0.225)
H (-3.554, 1.221, -0.890)
H (-2.576, 0.801, 0.371)
F (-2.862, -5.730, -0.242)
C (-3.112, -4.928, 0.777)
C (-3.922, -5.348, 1.767)
F (-4.445, -6.549, 1.689)
C (-4.242, -4.530, 2.928)
C (-3.632, -3.208, 2.915)
C (-2.826, -2.806, 1.922)
F (-2.292, -1.573, 1.977)
C (-2.498, -3.620, 0.780)
C (-1.672, -3.187, -0.223)
C (-1.042, -1.910, -0.224)
N (-0.455, -0.926, -0.305)
C (-1.319, -3.936, -1.393)
N (-0.951, -4.478, -2.335)
F (-3.873, -2.379, 3.908)
C (-5.031, -4.966, 3.945)
C (-5.630, -6.266, 3.986)
N (-6.126, -7.295, 4.095)
C (-5.340, -4.171, 5.097)
N (-5.602, -3.581, 6.047)
C (1.103, -0.229, 3.524)
P (2.253, -0.830, 2.294)
C (1.970, -2.575, 2.025)
C (3.922, -0.610, 2.880)
O (2.096, -0.058, 0.973)
H (1.308, -0.698, 4.487)
H (0.082, -0.467, 3.221)
H (1.202, 0.852, 3.624)
H (2.256, -3.137, 2.915)
H (2.576, -2.904, 1.177)
H (0.917, -2.758, 1.813)
H (4.054, -1.103, 3.843)
H (4.139, 0.453, 2.986)
H (4.608, -1.049, 2.154)
N (0.284, 0.921, -2.367)
C (-0.276, 1.325, -3.333)
C (-0.916, 1.828, -4.392)
C (-0.184, 2.472, -5.434)
N (0.448, 2.987, -6.243)
C (-2.339, 1.711, -4.388)
N (-3.482, 1.645, -4.293)


Record 2
Below is a molecular structure, C32H22BBrF9N4O4PS3Se3Te2Ti, with properties calculated with ωB97M-V/def2-TZVPD.

As for the HOMO energy: -2.13 eV. Its lowest unoccupied orbital energy is 3.265 eV. Its total charge is -2.

Element x y z (Å)
Ti (-2.310, -0.427, -0.006)
Se (-5.276, 0.603, -3.402)
Te (-4.863, 0.727, -1.011)
Te (-5.953, -1.630, -0.050)
Se (-3.989, -1.528, 1.533)
C (-1.631, -0.056, -4.068)
N (-0.882, -1.231, -3.650)
C (0.283, -1.672, -4.233)
C (0.643, -2.798, -3.579)
N (-0.279, -3.035, -2.584)
B (0.046, -4.152, -1.518)
N (-0.750, -4.076, -0.178)
C (-1.283, -5.206, 0.394)
C (-1.524, -4.952, 1.700)
N (-1.137, -3.653, 1.929)
C (-1.142, -2.991, 3.226)
C (-0.703, -3.125, 0.768)
S (-0.190, -1.486, 0.566)
C (-1.216, -2.080, -2.652)
S (-2.721, -2.052, -1.800)
H (-0.981, 0.817, -4.030)
H (-2.474, 0.095, -3.402)
H (-2.017, -0.200, -5.076)
H (0.745, -1.143, -5.047)
H (1.497, -3.438, -3.707)
H (1.222, -4.015, -1.265)
H (-0.183, -5.239, -1.998)
H (-1.423, -6.103, -0.181)
H (-1.927, -5.566, 2.484)
H (-0.993, -3.752, 3.990)
H (-2.089, -2.485, 3.396)
H (-0.327, -2.271, 3.286)
F (7.776, -0.127, -2.395)
C (6.600, 0.259, -1.887)
C (6.464, 1.516, -1.333)
F (7.514, 2.347, -1.315)
C (5.242, 1.908, -0.818)
F (5.185, 3.155, -0.338)
C (4.130, 1.078, -0.815)
P (2.440, 1.560, -0.179)
C (2.111, 2.829, -1.468)
C (2.561, 4.145, -1.451)
C (2.241, 5.007, -2.492)
C (1.473, 4.563, -3.559)
C (1.017, 3.253, -3.581)
C (1.331, 2.395, -2.538)
C (2.883, 2.490, 1.330)
C (2.096, 3.554, 1.764)
C (2.328, 4.133, 3.004)
C (3.339, 3.658, 3.824)
C (4.115, 2.586, 3.405)
C (3.875, 1.996, 2.176)
C (4.293, -0.186, -1.395)
Br (2.864, -1.409, -1.510)
C (5.509, -0.587, -1.923)
F (5.673, -1.792, -2.483)
H (3.149, 4.504, -0.618)
H (2.588, 6.033, -2.462)
H (1.214, 5.243, -4.362)
H (0.389, 2.910, -4.394)
H (0.931, 1.386, -2.524)
H (1.278, 3.903, 1.150)
H (1.697, 4.948, 3.337)
H (3.509, 4.103, 4.797)
H (4.888, 2.187, 4.049)
H (4.454, 1.127, 1.887)
O (-0.395, 2.676, 0.118)
S (-1.640, 2.091, -0.273)
O (-2.226, 1.269, 0.903)
O (-1.449, 0.885, -1.228)
O (-2.629, 2.985, -0.808)
F (5.312, 0.573, 8.453)
C (4.471, 0.362, 7.419)
C (3.245, 0.998, 7.363)
F (2.896, 1.836, 8.359)
C (2.391, 0.770, 6.300)
F (1.222, 1.426, 6.330)
C (2.695, -0.089, 5.238)
Se (1.541, -0.350, 3.769)
C (3.944, -0.706, 5.340)
F (4.367, -1.549, 4.384)
C (4.815, -0.497, 6.394)
F (6.009, -1.124, 6.434)


Q: Which of these has the highest total charge?
A: C32H21F4N12O3PReS